ORCA calculation (ωB97M-V/def2-TZVPD) on a cluster of 3 separate species, C4H15N2O2 in total in a non-equilibrium geometry.

**Relative energy (zero: lowest compared OMol25 entry of this formula, charge and spin)**: 183.2 kcal per mole
**Charge**: +1
**Electronic energy**: -420.9016 hartree

Positions of all 23 atoms, in Å:
C 0.26672 -0.45904 -1.27235
C -1.15207 -0.07279 -1.70601
C -2.15010 -0.40899 -0.44612
C -2.15999 0.77982 0.54465
N -1.12311 0.59302 1.59265
N 0.84897 0.61024 -0.41999
H 0.33209 -1.39509 -0.72873
H 0.82585 -0.48619 -2.22177
H -1.49927 -0.74369 -2.54255
H -1.16499 1.03395 -1.91739
H -1.81657 -1.29421 0.07979
H -3.19050 -0.57860 -0.70697
H -3.14628 0.82135 0.95980
H -2.06085 1.71186 -0.14159
H 0.17256 0.82934 0.47658
H -1.42657 1.13927 2.40336
H 1.72444 0.43129 -0.06392
H 0.48677 -1.53281 2.74721
H -0.32715 -0.64996 1.73839
O 0.16626 -1.61894 1.80269
H 5.87516 0.96772 -0.41384
H 5.42853 -0.13798 0.49405
O 5.09011 0.46042 -0.25795

Löwdin atomic charge list, values in e, 8 entries: -0.210 -0.137 -0.137 -0.188 0.194 0.188 0.123 0.146

ORCA calculation (ωB97M-V/def2-TZVPD) on the ion C3H8N3 with charge +1 in a non-equilibrium geometry.

**Relative energy (zero: lowest compared OMol25 entry of this formula, charge and spin)**: 51.6 kcal per mole
**Charge**: +1
**Electronic energy**: -283.0816 hartree

Positions of all 14 atoms, in Å:
C 1.81002 -0.59700 0.18541
C 0.41509 0.20774 0.12476
C -2.04991 -0.31765 -0.07239
N 2.79665 0.06276 -0.14366
N 0.08868 1.55482 0.22456
N -0.56177 -0.69223 0.11394
H 1.56593 -1.63311 0.36144
H -2.65228 -1.29061 0.09402
H -2.57320 0.43006 0.54267
H -2.29166 -0.09798 -1.10557
H 3.73084 -0.33588 -0.33702
H -0.75892 2.02164 0.19406
H 0.89132 2.19406 0.27386
H -0.41079 -1.50661 -0.45608

Löwdin atomic charge list, values in e, 8 entries: -0.118 -0.188 -0.017 0.161 0.232 0.031 0.119 0.122

ORCA calculation (ωB97M-V/def2-TZVPD) on a structure of composition C6H6O4S in a non-equilibrium geometry.

**Relative energy (zero: lowest compared OMol25 entry of this formula, charge and spin)**: 42.8 kcal per mole
**Electronic energy**: -931.2983 hartree

Positions of all 17 atoms, in Å:
C 1.90093 1.17370 0.16158
C 0.82914 1.98067 0.07628
C 1.79513 -0.27053 0.26243
C 0.63980 -0.89310 -0.38867
C -0.78969 0.38396 -0.47415
C -2.18322 -0.10903 -0.14820
O 2.53390 -0.99539 0.91995
O -0.45838 1.61036 -0.01807
O 0.34998 -2.16919 -0.05768
O -2.22590 -1.11202 0.82342
S 0.04662 -0.23521 -1.94251
H 2.87079 1.60455 0.35182
H 0.90990 3.05754 0.15091
H -2.66272 -0.43585 -1.08324
H -2.74598 0.73759 0.25799
H 1.00207 -2.41136 0.62965
H -1.81238 -1.91668 0.47848

Löwdin atomic charge list, values in e, 8 entries: 0.007 -0.100 -0.408 -0.556 -0.509 -0.232 0.070 -0.015

ORCA calculation (ωB97M-V/def2-TZVPD) on a cluster of 2 separate species, C8H8 in total in a non-equilibrium geometry.

**Relative energy (zero: lowest compared OMol25 entry of this formula, charge and spin)**: 120.0 kcal per mole
**Electronic energy**: -309.4226 hartree

Positions of all 16 atoms, in Å:
C 1.50278 -0.90781 -1.36960
C 1.43365 -2.10336 -1.46504
C -0.46577 -0.14134 -0.74351
C -1.25020 0.93569 -0.59224
C -1.37802 1.57493 0.65135
C -0.63352 1.11923 1.70311
C 0.29756 0.04767 1.55370
C 0.30646 -0.57048 0.32311
H 1.86948 0.00275 -1.19919
H 1.28809 -3.11169 -1.68424
H -0.23405 -0.43077 -1.72822
H -1.86764 1.27271 -1.42891
H -2.02451 2.43161 0.86582
H -0.70157 1.61984 2.60301
H 0.87841 -0.30984 2.34949
H 0.97884 -1.42913 0.16137

Löwdin atomic charge list, values in e, 8 entries: -0.102 0.051 -0.142 -0.076 -0.086 -0.083 -0.025 -0.167